{
  "formula": "C2H8N2O2",
  "method": "wB97M-V/def2-TZVPD",
  "homo_energy_ev": -9.027,
  "gap_ha": 0.347,
  "total_energy_ha": -341.00256,
  "lumo_energy_ev": 0.421,
  "e_above_lowest_kj_mol": 73.2,
  "symbols": ["N", "C", "O", "O", "H", "H", "C", "N", "H", "H", "H", "H", "H", "H"],
  "coordinates": [[0.546319, -1.213336, 1.175862], [1.051595, -0.556668, -0.010735], [1.180961, 0.712297, 0.129922], [1.159176, -1.223856, -1.023087], [0.641625, -2.210007, 1.022277], [1.047173, -0.960736, 2.011048], [-1.855793, 0.951947, -0.929998], [-1.287921, 1.127695, 0.437056], [-1.123288, 0.407675, -1.518428], [-2.796284, 0.408854, -0.894594], [-2.028429, 1.931461, -1.365557], [-0.142557, 1.106081, 0.305594], [-1.349538, 0.253143, 0.974129], [-1.684145, 1.928769, 0.907937]],
  "forces_ev_per_angstrom": [[0.171, -0.369, -0.502], [-0.454, -0.216, 0.357], [-0.404, 0.471, -0.037], [0.169, -0.076, -0.217], [-0.172, -0.033, 0.114], [0.080, 0.325, 0.183], [-0.063, 0.014, 0.220], [0.177, -0.665, -0.663], [-0.017, -0.046, -0.084], [-0.011, -0.026, 0.002], [0.087, 0.009, -0.050], [0.655, 0.380, 0.256], [-0.305, 0.353, 0.115], [0.087, -0.120, 0.305]],
  "nbo_charge": [-0.93, 0.86, -0.80, -0.68, 0.38, 0.37, -0.42, -0.75, 0.25, 0.20, 0.21, 0.47, 0.44, 0.41]
}